1.
Here is a 2-piece molecular cluster, C5H10O3 overall from the OMol25 dataset. Energies are from ωB97M-V/def2-TZVPD.

The geometry in ORCA input format:
```
! wB97M-V def2-TZVPD RIJCOSX def2/J DEFGRID3
* xyz 0 1
O -2.77587 -0.36059 0.07049
O 2.08506 -0.76817 -0.11717
O -1.02297 1.13330 1.59341
C 1.13316 0.24933 -0.21825
C -0.59348 -0.51876 -0.34594
C -0.67030 -1.39548 0.89725
C -1.05708 0.02799 0.82824
C 1.27606 0.95882 -1.54101
H -1.02733 0.87967 2.52830
H 2.25451 1.44701 -1.60448
H -3.13091 0.48095 -0.25089
H 0.26249 -1.70478 1.35969
H -1.48035 -2.11486 0.93058
H 0.49834 1.71660 -1.65822
H 2.61606 -0.61736 0.67723
H 1.21159 0.25282 -2.37297
H -0.81792 -0.61340 -1.39258
H 1.23895 0.94692 0.61632
*
```

Output
Molar mass = 118.1 g mol⁻¹
Gap between HOMO and LUMO = 8.67 eV
ΔE to the lowest compared entry with this formula, charge and spin = 5.629 eV
LUMO energy = 0.38 eV
Max |F| = 7.23 eV/A
E = -11484.5576 eV

***

2.
Here is C5H10O3 as an isolated structure from the OMol25 dataset. Energies are from ωB97M-V/def2-TZVPD.

The geometry in ORCA input format:
```
! wB97M-V def2-TZVPD RIJCOSX def2/J DEFGRID3
* xyz 0 1
O 0.88689 1.83611 0.40479
O 2.45512 -0.11298 -0.97615
O 1.67431 -0.64161 1.61728
C 0.71884 -0.75682 0.44911
C -2.15208 -0.55636 -0.09651
C 0.28040 0.63677 0.00260
C -1.23988 0.75937 0.01626
C 1.05847 -0.47948 -1.00050
H -1.93220 -0.93470 -1.08139
H -3.22869 -0.53459 0.18292
H 0.57261 -0.91618 -1.85025
H -1.46391 1.05885 1.08278
H -1.82656 -1.34095 0.69799
H 1.61928 2.09829 -0.31782
H 1.63728 0.48654 1.16379
H -0.22598 -1.34705 0.76359
H 2.93770 -0.66116 -0.18932
H -1.77159 1.40595 -0.86915
*
```

Output
Molar mass = 118.1 g mol⁻¹
Gap between HOMO and LUMO = 9.70 eV
ΔE to the lowest compared entry with this formula, charge and spin = 6.177 eV
LUMO energy = 0.57 eV
Max |F| = 6.70 eV/A
E = -11484.0102 eV

***

3.
Here is C5H10O3 as an isolated structure from the OMol25 dataset. Energies are from ωB97M-V/def2-TZVPD.

The geometry in ORCA input format:
```
! wB97M-V def2-TZVPD RIJCOSX def2/J DEFGRID3
* xyz 1 2
O -0.64255 2.00660 1.58269
O 0.97060 2.63233 0.16725
O -1.74138 -3.15165 -1.49696
C -0.58117 0.98393 -0.58862
C 1.76197 -1.92324 0.08573
C -0.28237 -0.44604 -0.06382
C 1.14043 -0.67122 0.21333
C -0.03720 2.01931 0.43341
H -0.01166 1.14241 -1.50130
H 1.16174 -2.76346 -0.24978
H -0.45509 -1.15415 -0.89685
H -2.12664 -3.06014 -2.37326
H -1.63448 1.14527 -0.79770
H 2.75153 -2.09151 0.49088
H 0.33264 1.41125 1.52265
H -2.30588 -3.77166 -1.02781
H 1.76335 0.20872 0.39630
H -0.95132 -0.73536 0.75919
*
```

Output
Molar mass = 118.1 g mol⁻¹
Gap between HOMO and LUMO (alpha / beta) = 8.71 / 5.16 eV
ΔE to the lowest compared entry with this formula, charge and spin = 3.148 eV
LUMO energy (alpha / beta) = -5.71 / -9.24 eV
Max |F| = 6.13 eV/A
E = -11477.0092 eV

***

4.
Here is C5H10O4 as an isolated structure from the OMol25 dataset. Energies are from ωB97M-V/def2-TZVPD.

The geometry in ORCA input format:
```
! wB97M-V def2-TZVPD RIJCOSX def2/J DEFGRID3
* xyz 0 1
O -1.36251 -2.08601 -0.14522
O 2.34582 0.02956 1.36745
O -2.13587 -0.96621 1.66371
O 0.59805 -0.99200 -1.18596
C 0.98169 -0.25563 1.09488
C -1.80982 0.39714 -0.39722
C -1.80049 -1.11058 0.52601
C 1.12950 1.31806 -0.92151
C 0.68925 -0.00273 -0.38193
H 0.38115 0.42011 1.71002
H -0.33938 -1.71885 -0.88069
H -2.87943 0.22075 -0.56580
H 2.89563 -0.68852 1.03236
H 0.93703 1.39594 -1.98773
H 2.19493 1.43396 -0.71992
H 0.70754 -1.27488 1.37562
H -1.72750 1.28205 0.22286
H 0.62503 2.12757 -0.39692
H -1.43061 0.47028 -1.41001
*
```

Output
Molar mass = 134.1 g mol⁻¹
Gap between HOMO and LUMO = 8.62 eV
ΔE to the lowest compared entry with this formula, charge and spin = 3.040 eV
LUMO energy = -0.75 eV
Max |F| = 3.94 eV/A
E = -13534.8525 eV